(1)
Molecular formula: CH4NOPS
Method: DFT, ωB97M-V with the def2-TZVPD basis set

## Properties
SMILES = [H]/P=[NH+]\[S-].C=O
HOMO energy (alpha / beta) = -8.7 / -8.2 eV
Charge = 0

Geometry as XYZ:
```
9
Properties=species:S:1:pos:R:3:lowdin_charge:R:1
C 1.184 0.344 0.825 -0.2478
N -0.984 -0.731 -0.366 -0.9386
O 0.262 0.697 1.528 -0.1887
P -0.183 -0.360 -1.764 0.7396
S -1.976 0.301 0.549 0.5950
H 1.533 0.985 0.126 0.0143
H 1.487 -0.722 0.612 0.0746
H -0.709 -1.604 0.124 0.0406
H -0.615 1.090 -1.634 -0.0890
```

(2)
Molecular formula: C12H24NO
Method: DFT, ωB97M-V with the def2-TZVPD basis set

## Properties
HOMO energy = -1.6 eV
Charge = -1

Geometry as XYZ:
```
38
Properties=species:S:1:pos:R:3:lowdin_charge:R:1
C -0.570 2.257 -1.723 -0.0403
C -1.061 1.134 -1.801 -0.2279
C -1.852 -0.206 -1.731 -0.2846
O -3.113 0.091 -2.417 -0.2953
C -4.242 -0.433 -1.752 -0.2910
C -5.393 0.648 -1.517 -0.2308
C -4.928 2.138 -1.746 -0.1357
H -0.476 3.359 -1.627 -0.0055
H -1.985 -0.374 -0.624 0.0102
H -4.033 -0.923 -0.762 0.0961
H -4.667 -1.254 -2.421 0.1063
H -5.783 0.513 -0.467 0.0896
H -6.241 0.443 -2.228 0.0870
H -4.058 2.455 -1.114 0.0718
H -4.782 2.366 -2.843 0.0749
H -5.798 2.800 -1.428 0.0571
C 1.884 -2.137 3.065 -0.1017
C 1.724 -1.567 1.661 -0.2718
N 2.133 -0.176 1.536 -0.1936
C 1.750 0.419 0.254 -0.2441
C 2.389 -0.146 -1.014 -0.0890
C 3.481 0.135 1.984 -0.2584
C 4.646 -0.598 1.308 -0.0946
H 1.319 -1.554 3.797 0.0747
H 1.506 -3.163 3.090 0.0676
H 2.930 -2.173 3.378 0.0569
H 0.663 -1.640 1.404 0.1224
H 2.262 -2.216 0.957 0.0964
H 1.935 1.497 0.289 0.1088
H 0.665 0.326 0.152 0.0892
H 3.419 0.197 -1.135 0.0475
H 1.835 0.202 -1.888 0.0605
H 2.381 -1.238 -1.037 0.0642
H 3.538 -0.056 3.061 0.0936
H 3.648 1.214 1.897 0.1109
H 4.437 -1.660 1.157 0.0650
H 5.538 -0.529 1.937 0.0633
H 4.897 -0.152 0.348 0.0502
```

(3)
Molecular formula: C14H9B2F22InO7S
Method: DFT, ωB97M-V with the def2-TZVPD basis set

## Properties
HOMO energy = -16.4 eV
Charge = +2

Geometry as XYZ:
```
56
Properties=species:S:1:pos:R:3:lowdin_charge:R:1
O 0.224 4.308 2.687 -0.2144
S -0.064 4.157 1.297 0.8243
O -0.138 5.435 0.569 -0.6209
B -1.770 3.209 1.268 -0.5018
O -1.836 2.093 2.248 0.1811
C -1.439 0.974 1.689 -0.0888
C -1.760 -0.300 2.366 -0.0336
C -0.465 -1.057 2.672 -0.0142
C -0.630 -2.551 2.471 -0.4473
F 0.323 -3.180 3.149 0.1789
F -1.823 -2.896 3.000 0.1424
C -0.660 -2.955 0.953 -0.3361
F -0.240 -1.875 0.246 0.1271
F -1.926 -3.171 0.591 0.1716
C 0.252 -4.146 0.596 -0.3571
F -0.027 -5.169 1.419 0.1930
F 1.513 -3.714 0.778 0.1772
C 0.074 -4.652 -0.849 -0.3359
F -1.160 -5.160 -0.957 0.1739
F 0.153 -3.618 -1.709 0.1552
C 1.117 -5.750 -1.264 -0.3533
F 1.901 -6.090 -0.241 0.1810
F 0.448 -6.838 -1.652 0.1858
C 2.024 -5.338 -2.455 -0.5552
F 2.662 -4.198 -2.204 0.1892
F 2.930 -6.308 -2.611 0.1964
F 1.304 -5.243 -3.566 0.1989
C -2.322 1.278 0.095 -0.2223
O -1.812 0.456 -0.762 0.2699
B -2.647 0.091 -1.904 -0.6762
O -2.002 -0.220 -3.027 0.2954
O -4.001 0.101 -1.745 0.2386
O -2.066 2.538 -0.036 0.2190
C 1.291 3.088 0.568 -0.4454
F 1.635 2.277 1.583 0.1372
F 0.772 2.312 -0.402 0.1359
C 2.553 3.874 0.101 -0.3613
F 2.783 4.813 1.032 0.1771
F 3.579 3.010 0.106 0.1890
C 2.393 4.537 -1.304 -0.3426
F 2.783 5.811 -1.204 0.1830
F 1.093 4.540 -1.664 0.1226
C 3.221 3.862 -2.432 -0.5542
F 4.495 4.179 -2.281 0.2217
F 2.770 4.329 -3.598 0.1995
F 3.059 2.542 -2.406 0.1950
H -2.547 4.115 1.402 0.1416
H -0.368 1.094 1.452 0.1726
H -2.259 -0.025 3.290 0.1696
H -2.478 -0.911 1.830 0.1559
H 0.400 -0.679 2.143 0.1406
H -0.241 -0.914 3.722 0.1591
H -3.337 1.105 0.485 0.2375
H -2.276 0.339 -3.764 0.1564
H -4.297 -0.751 -1.401 0.1513
In -1.163 7.244 -0.366 1.1161
```

(4)
Molecular formula: C6H10O
Method: DFT, ωB97M-V with the def2-TZVPD basis set

## Properties
HOMO energy = -8.3 eV
Charge = 0

Geometry as XYZ:
```
17
Properties=species:S:1:pos:R:3:lowdin_charge:R:1
C 0.521 1.052 1.471 -0.0722
C -0.158 -0.056 0.663 -0.3233
C -1.423 0.383 -0.127 -0.2101
C -1.520 -0.364 -1.462 0.0351
C -0.259 -1.040 -1.534 -0.2173
C 0.749 -0.734 -0.412 -0.3531
O 1.817 0.069 -0.885 -0.0383
H 0.875 1.863 0.824 0.0743
H -0.179 1.490 2.194 0.0798
H 1.388 0.679 2.029 0.0816
H -0.464 -0.847 1.363 0.1366
H -1.401 1.465 -0.359 0.1178
H -2.341 0.257 0.469 0.1095
H 0.242 -1.173 -2.619 0.1760
H -0.174 -2.057 -2.130 0.1635
H 1.232 -1.629 -0.012 0.1423
H 1.428 0.844 -1.312 0.0980
```

(5)
Molecular formula: C20H62O21
Method: DFT, ωB97M-V with the def2-TZVPD basis set

## Properties
SMILES = OCCO.OCCO.OCCO.OCCO.OCCO.OCCO.OCCO.OCCO.OCCO.OCCO.O
HOMO energy = -9.6 eV
Charge = 0

Geometry as XYZ:
```
103
Properties=species:S:1:pos:R:3:lowdin_charge:R:1
O 1.596 -0.637 -4.387 -0.0608
H 1.282 -0.602 -3.483 -0.0460
H 1.217 0.138 -4.802 0.0219
C 5.134 -3.248 0.551 -0.2035
C 3.732 -3.580 0.236 -0.2758
O 3.204 -2.667 -0.678 -0.0745
O 5.276 -2.067 1.433 -0.0775
H 5.686 -3.148 -0.384 0.1273
H 5.435 -4.135 1.107 0.1178
H 3.189 -3.548 1.181 0.1271
H 3.647 -4.590 -0.164 0.1304
H 3.400 -1.783 -0.359 0.0273
H 5.038 -1.297 0.910 0.0233
C 0.673 5.147 -0.272 -0.2429
C -0.365 4.160 -0.746 -0.2346
O -1.608 4.740 -0.484 -0.0759
O 0.852 6.214 -1.178 -0.0470
H 1.647 4.669 -0.174 0.1140
H 0.414 5.597 0.687 0.1254
H -0.212 3.180 -0.295 0.1008
H -0.294 4.011 -1.823 0.1254
H -1.781 5.559 -0.954 0.1108
H 0.635 7.023 -0.709 0.0867
C -1.520 2.576 2.525 -0.2368
C -3.012 2.326 2.345 -0.2265
O -3.449 3.227 1.352 -0.0499
O -1.092 3.855 3.063 -0.0597
H -1.016 2.518 1.561 0.0872
H -1.009 1.820 3.121 0.1012
H -3.408 2.546 3.337 0.1136
H -3.364 1.310 2.165 0.1131
H -2.672 3.760 1.171 0.0398
H -0.146 3.866 2.900 0.0755
C -3.974 1.992 -3.566 -0.2041
C -3.127 3.286 -3.839 -0.2087
O -3.127 4.122 -2.659 -0.0770
O -4.115 1.162 -4.747 -0.0873
H -5.018 2.267 -3.417 0.1174
H -3.513 1.424 -2.758 0.0994
H -3.524 3.865 -4.673 0.1139
H -2.126 3.009 -4.169 0.1077
H -2.514 3.751 -2.020 0.0364
H -4.854 1.528 -5.238 0.0743
C 3.238 0.414 3.596 -0.2064
C 1.777 0.137 3.065 -0.1989
O 1.807 -0.438 1.784 -0.0718
O 3.807 1.431 2.824 -0.0684
H 3.918 -0.437 3.553 0.1211
H 3.115 0.736 4.630 0.1137
H 1.173 1.044 3.097 0.1025
H 1.170 -0.499 3.710 0.1059
H 0.938 -0.398 1.376 0.0324
H 4.747 1.384 3.013 0.1005
C -1.252 -3.427 4.253 -0.2539
C -1.645 -2.803 2.906 -0.1675
O -1.594 -1.344 3.041 -0.1004
O -2.217 -3.458 5.261 -0.0456
H -0.384 -2.835 4.542 0.1200
H -1.016 -4.490 4.207 0.1268
H -2.672 -3.068 2.655 0.1063
H -0.921 -3.018 2.120 0.1202
H -2.151 -1.173 3.804 0.0816
H -2.133 -2.660 5.788 0.0857
C 3.922 0.929 -0.976 -0.1319
C 4.955 2.026 -0.623 -0.1994
O 4.416 3.073 0.221 -0.0812
O 3.914 -0.190 -0.031 -0.1270
H 4.244 0.454 -1.903 0.1292
H 2.934 1.383 -1.046 0.1131
H 5.375 2.525 -1.496 0.1164
H 5.834 1.604 -0.136 0.1151
H 4.177 2.693 1.070 0.0388
H 3.280 -0.073 0.680 0.0464
C -0.372 -3.831 -1.348 -0.1937
C 0.305 -5.031 -2.128 -0.2378
O 1.616 -4.734 -2.533 -0.0464
O 0.534 -3.346 -0.324 -0.0888
H -1.347 -3.949 -0.873 0.1099
H -0.525 -3.161 -2.194 0.0958
H -0.289 -5.340 -2.988 0.1157
H 0.349 -5.894 -1.463 0.1124
H 1.525 -4.254 -3.360 0.0980
H 1.423 -3.397 -0.684 0.0195
C -4.629 -2.371 -1.737 -0.2286
C -4.630 -1.447 -0.477 -0.2260
O -3.532 -1.744 0.342 -0.0775
O -3.517 -2.168 -2.583 -0.0531
H -5.523 -2.184 -2.331 0.1141
H -4.744 -3.415 -1.445 0.1102
H -5.532 -1.656 0.098 0.1173
H -4.670 -0.389 -0.732 0.1189
H -3.786 -2.537 0.820 0.0798
H -2.871 -1.682 -2.065 0.0420
C -0.033 0.407 -1.652 -0.2189
C -1.085 -0.124 -0.631 -0.1843
O -0.532 -0.012 0.661 -0.0692
O 0.878 -0.564 -1.909 -0.0665
H 0.581 1.165 -1.166 0.1038
H -0.487 0.876 -2.525 0.1306
H -1.250 -1.171 -0.883 0.0984
H -1.973 0.504 -0.709 0.1162
H -1.107 -0.479 1.272 0.0606
H 1.254 -0.936 -1.108 0.0953
```

(6)
Molecular formula: C37H77N2O7
Method: DFT, ωB97M-V with the def2-TZVPD basis set

## Properties
HOMO energy = -9.1 eV
Charge = +1

Geometry as XYZ:
```
123
Properties=species:S:1:pos:R:3:lowdin_charge:R:1
C -6.954 2.497 -1.208 0.0268
N -5.503 2.862 -1.293 -0.0638
C -4.684 2.041 -0.670 -0.0173
C -3.355 2.107 -0.944 0.0512
C -2.843 3.043 -1.990 -0.0545
C -3.880 4.034 -2.508 0.0169
C -5.156 3.872 -2.184 -0.0450
C -1.403 3.099 -2.369 -0.0057
C -0.393 1.931 -2.353 0.0535
C 0.906 2.113 -2.596 0.0095
N 1.312 3.472 -2.854 -0.0579
C 0.490 4.556 -3.091 -0.0488
C -0.827 4.399 -2.930 0.0184
C 2.382 3.368 -3.868 -0.0227
H -7.451 2.854 -2.011 0.0466
H -7.456 2.945 -0.192 0.1789
H -7.157 1.500 -1.426 0.0755
H -5.015 1.130 -0.061 0.1747
H -2.628 1.321 -0.703 0.0892
H -3.685 4.925 -3.292 0.1743
H -5.778 4.701 -2.413 0.1367
H -0.719 0.941 -2.189 0.0802
H 1.567 1.296 -2.433 0.1396
H 1.094 5.465 -3.342 0.1679
H -1.245 5.362 -2.874 0.0984
H 2.892 2.451 -3.768 0.0837
H 3.010 4.263 -3.829 0.1076
H 2.087 3.471 -4.868 0.0858
C 0.326 -0.227 0.264 -0.3225
O -0.930 0.167 0.574 -0.2542
H 1.104 0.444 0.516 0.0505
H 0.386 -0.401 -0.676 -0.0258
H 0.633 -1.086 0.794 0.0532
C -0.096 -1.707 -3.754 -0.0753
C 0.504 -1.288 -5.071 -0.3126
O 1.454 -2.253 -5.414 -0.1281
C 2.101 -1.936 -6.696 -0.3232
C 3.128 -2.772 -6.818 -0.1392
H 0.620 -1.553 -3.089 0.0026
H -0.477 -2.817 -3.838 0.1336
H -1.082 -1.206 -3.501 0.0821
H 0.924 -0.354 -4.955 0.0758
H -0.308 -1.439 -5.888 0.1538
H 2.420 -0.956 -6.809 0.1014
H 1.456 -2.094 -7.633 0.1610
H 3.713 -2.394 -7.640 0.1040
H 2.925 -3.777 -7.052 0.0888
H 3.829 -2.782 -6.030 0.0907
C -3.201 -1.479 -1.124 -0.0664
C -3.814 -1.478 0.279 -0.2789
O -5.166 -1.210 0.075 -0.1603
C -5.963 -1.450 1.178 -0.3560
C -7.356 -1.190 1.020 -0.0922
H -3.270 -0.551 -1.707 0.0485
H -3.530 -2.361 -1.763 0.1067
H -2.118 -1.552 -1.059 0.0523
H -3.420 -0.926 1.072 0.0668
H -3.603 -2.466 0.780 0.1436
H -5.457 -0.825 1.997 0.1370
H -6.028 -2.446 1.538 0.1176
H -7.692 -1.981 0.421 0.0644
H -7.614 -0.305 0.517 0.0367
H -8.088 -1.209 1.987 0.1585
C -1.987 5.663 0.934 -0.0269
C -1.373 4.277 1.170 -0.2299
O -0.617 4.383 2.381 -0.1145
C -0.314 3.132 3.011 -0.3558
C 0.677 3.324 3.978 -0.1205
H -1.456 6.496 0.905 0.0361
H -2.612 5.769 1.634 0.0038
H -2.553 5.750 -0.007 0.0810
H -0.871 3.870 0.260 0.1066
H -2.128 3.539 1.333 0.0944
H -0.131 2.229 2.256 0.1456
H -0.942 2.695 3.714 0.0853
H 1.423 4.294 3.786 0.1542
H 1.325 2.558 4.124 0.0047
H -0.047 3.617 4.893 0.1418
C 6.998 -2.118 2.552 -0.0458
C 5.515 -1.888 2.202 -0.2911
O 5.200 -0.600 2.524 -0.1635
C 3.827 -0.146 2.130 -0.3083
C 3.693 1.199 2.575 -0.1252
H 7.192 -1.873 3.529 0.0419
H 7.691 -1.396 2.187 0.0665
H 7.255 -3.132 2.163 0.0860
H 4.833 -2.473 2.699 0.0994
H 5.569 -1.745 1.079 0.1341
H 2.933 -0.692 2.550 0.1070
H 3.669 -0.127 1.012 0.1264
H 2.500 1.680 2.437 0.1515
H 4.539 1.590 2.131 0.0431
H 3.858 1.282 3.750 0.1236
C -3.164 -1.357 4.304 -0.0720
C -2.002 -0.779 3.647 -0.3189
O -0.871 -0.872 4.468 -0.1456
C 0.449 -0.587 3.967 -0.2609
C 1.337 -0.534 5.105 -0.0283
H -3.586 -0.693 4.988 0.0574
H -3.076 -2.371 4.722 0.1041
H -3.802 -1.447 3.389 0.0615
H -1.925 0.170 3.156 0.1040
H -1.782 -1.622 2.861 0.1426
H 0.356 0.188 3.464 0.0208
H 0.621 -1.308 3.289 0.0888
H 1.307 -1.399 5.659 0.0648
H 1.096 0.277 5.691 0.0700
H 2.342 -0.666 4.691 0.0858
C 5.691 -6.161 1.984 -0.0340
C 5.362 -5.428 0.713 -0.2524
O 4.127 -4.750 0.761 -0.1762
C 3.680 -4.006 -0.353 -0.2723
C 2.292 -3.753 -0.167 -0.0605
H 5.941 -5.517 2.706 0.0169
H 6.642 -6.816 1.887 0.1251
H 4.788 -6.657 2.198 0.0669
H 5.021 -5.911 -0.179 0.1224
H 5.970 -4.611 0.639 0.0745
H 3.637 -4.616 -1.098 0.0711
H 4.221 -3.107 -0.418 0.1101
H 1.962 -3.121 0.646 0.0803
H 1.788 -4.577 0.139 0.0684
H 1.994 -3.291 -0.988 0.0394
```

Number 1: E -909.906617 hartree. Number 2: E -601.447395 hartree. Number 3: E -3900.073338 hartree. Number 4: E -309.680160 hartree. Number 5: E -2379.032244 hartree. Number 6: E -2091.076334 hartree.